(1)
C24H74N2O12 | wB97M-V/def2-TZVPD

```
! wB97M-V def2-TZVPD RIJCOSX def2/J DEFGRID3
* xyz 0 1
O 3.68 1.89 -0.20
H 3.04 2.36 -0.77
H 4.46 2.46 -0.17
O 3.15 -1.73 -3.52
H 3.59 -2.58 -3.64
H 2.24 -1.96 -3.31
C -3.79 -2.40 -5.71
C -2.73 -3.33 -6.29
O -3.37 -4.17 -7.24
H -3.56 -2.03 -4.71
H -4.78 -2.87 -5.68
H -3.88 -1.62 -6.47
H -2.21 -3.89 -5.50
H -1.95 -2.71 -6.74
H -2.74 -4.80 -7.59
C -3.23 1.11 4.26
C -2.03 1.17 3.31
O -1.86 -0.16 2.81
H -3.30 2.07 4.77
H -3.16 0.25 4.91
H -4.12 1.04 3.64
H -1.09 1.47 3.80
H -2.23 1.80 2.43
H -1.18 -0.09 2.10
C -3.87 3.55 0.51
C -3.11 4.85 0.36
O -3.77 5.94 1.05
H -4.72 3.52 -0.18
H -4.20 3.38 1.53
H -3.35 2.68 0.11
H -3.10 5.14 -0.70
H -2.09 4.82 0.73
H -3.08 6.58 1.19
C -1.18 -3.67 -2.39
C -1.11 -5.20 -2.31
O -0.01 -5.66 -3.10
H -0.27 -3.22 -2.78
H -1.37 -3.20 -1.43
H -1.97 -3.33 -3.07
H -2.04 -5.54 -2.78
H -0.97 -5.51 -1.28
H -0.03 -6.62 -3.05
C 1.18 4.57 0.09
C 1.99 4.61 -1.22
O 1.91 3.37 -1.90
H 0.21 5.08 0.07
H 1.67 5.24 0.81
H 1.07 3.59 0.56
H 3.01 4.91 -1.02
H 1.48 5.39 -1.79
H 1.08 3.30 -2.42
C -0.75 1.87 -4.84
C -1.10 3.04 -3.95
O -0.61 2.84 -2.61
H 0.28 1.56 -4.59
H -0.67 2.11 -5.90
H -1.36 0.99 -4.66
H -2.18 3.18 -3.82
H -0.71 3.95 -4.40
H -1.12 2.10 -2.23
C 1.64 -4.16 -0.55
C 1.10 -3.96 0.85
O 1.87 -3.00 1.53
H 2.71 -4.34 -0.56
H 1.38 -3.30 -1.17
H 1.13 -5.01 -1.00
H 1.06 -4.95 1.34
H 0.04 -3.68 0.92
H 1.36 -2.69 2.31
C 2.62 3.02 3.20
C 2.64 1.51 3.38
O 2.26 0.84 2.20
H 1.63 3.22 2.78
H 3.32 3.37 2.44
H 2.60 3.53 4.16
H 2.02 1.19 4.22
H 3.64 1.17 3.71
H 2.73 1.17 1.42
C 1.03 0.26 -1.17
C 0.01 0.53 -0.07
C -1.37 -0.01 -0.40
O -1.72 0.46 -1.70
C -3.00 0.04 -2.13
N 0.53 0.07 1.23
H 1.19 -0.83 -1.24
H 1.97 0.76 -0.96
H 0.70 0.54 -2.18
H -0.08 1.62 -0.04
H -2.11 0.46 0.27
H -1.48 -1.09 -0.31
H -3.18 0.27 -3.18
H -3.77 0.65 -1.62
H -3.18 -0.99 -1.82
H 0.88 -0.88 1.14
H 1.43 0.56 1.36
C 1.50 -0.64 5.64
C 1.78 -1.58 4.45
C 2.82 -2.62 4.87
O 4.08 -1.99 5.11
C 4.72 -1.56 3.96
N 0.56 -2.21 3.99
H 0.80 -1.14 6.32
H 1.05 0.27 5.23
H 2.39 -0.45 6.24
H 2.20 -1.02 3.61
H 3.06 -3.34 4.09
H 2.42 -3.07 5.79
H 5.78 -1.35 4.17
H 4.32 -0.59 3.64
H 4.82 -2.28 3.14
H 0.08 -2.73 4.72
H -0.09 -1.51 3.63
*
```



(2)
C34H41CaN4O6PS | wB97M-V/def2-TZVPD

```
! wB97M-V def2-TZVPD RIJCOSX def2/J DEFGRID3
* xyz 0 1
Ca -0.76 -0.51 0.48
O -2.99 -1.36 -0.14
C -2.87 -1.84 -1.50
C -1.74 -2.85 -1.56
N -0.42 -2.31 -1.22
C 0.48 -3.34 -0.65
C 1.32 -2.88 0.56
O 2.33 -3.55 0.81
O 0.88 -1.89 1.23
C 0.27 -1.71 -2.38
C -0.33 -0.43 -2.97
O 0.01 -0.31 -4.36
O -1.41 0.80 -1.21
H -3.38 -0.47 -0.24
H -2.70 -0.99 -2.16
H -3.79 -2.35 -1.80
H -1.75 -3.31 -2.56
H -1.97 -3.64 -0.84
H 1.16 -3.75 -1.40
H -0.12 -4.17 -0.27
H 0.31 -2.43 -3.21
H 1.30 -1.53 -2.09
C -3.29 1.41 4.17
C -2.57 1.56 2.84
C -3.04 2.78 2.05
C -1.05 1.55 3.05
C -0.50 2.77 3.78
O 0.18 3.51 2.76
C 0.24 2.71 1.66
N -0.35 1.58 1.75
C 0.98 3.35 0.53
C 1.21 4.73 0.70
C 1.93 5.46 -0.22
C 2.46 4.83 -1.33
C 2.22 3.48 -1.51
C 1.47 2.71 -0.62
P 1.23 0.93 -1.01
C 2.67 0.56 -2.07
C 3.75 -0.09 -1.47
C 4.86 -0.45 -2.21
C 4.91 -0.17 -3.57
C 3.84 0.47 -4.18
C 2.73 0.84 -3.44
C -0.38 0.88 -2.12
C -1.34 -0.65 -4.03
C -2.46 0.23 -4.38
C -2.48 1.56 -4.35
C -1.40 2.43 -3.89
C -0.46 2.13 -2.99
H -4.37 1.35 4.02
H -3.10 2.28 4.82
H -2.96 0.51 4.69
H -2.80 0.66 2.25
H -2.81 3.71 2.58
H -4.12 2.74 1.92
H -2.58 2.82 1.06
H -0.81 0.62 3.57
H 0.23 2.50 4.55
H -1.26 3.41 4.22
H 0.82 5.21 1.58
H 2.08 6.52 -0.06
H 3.04 5.37 -2.06
H 2.65 2.99 -2.38
H 3.69 -0.34 -0.42
H 5.69 -0.96 -1.73
H 5.77 -0.46 -4.15
H 3.87 0.68 -5.24
H 1.90 1.33 -3.93
H -1.55 -1.70 -4.23
H -3.35 -0.28 -4.74
H -3.37 2.06 -4.72
H -1.38 3.43 -4.31
H 0.25 2.91 -2.78
C -0.84 -4.95 2.69
N -0.06 -3.90 3.30
C 1.28 -4.16 3.82
C 1.75 -2.76 4.21
N 0.48 -2.03 4.28
C -0.48 -2.66 3.56
S -1.96 -1.98 3.11
H -0.27 -5.41 1.88
H -1.76 -4.51 2.30
H -1.09 -5.72 3.42
H 1.91 -4.59 3.05
H 1.22 -4.85 4.68
H 2.39 -2.35 3.43
H 2.25 -2.75 5.18
H 0.50 -1.03 4.18
*
```



(3)
C9H16N6 | wB97M-V/def2-TZVPD

```
! wB97M-V def2-TZVPD RIJCOSX def2/J DEFGRID3
* xyz 0 1
C 0.72 -1.50 2.68
C 0.54 -2.51 1.75
C 1.45 -0.47 2.00
C -2.38 2.20 0.54
C 2.16 -0.92 -1.63
C -0.87 2.41 0.36
C -2.70 0.77 0.02
C 0.75 -0.65 -2.20
C 2.41 -0.40 -0.25
N 1.12 -2.16 0.58
N 1.64 -0.89 0.70
N -0.66 1.61 -0.80
N -0.36 -1.33 -1.62
N -1.55 0.51 -0.74
N -1.32 -0.74 -1.05
H 0.47 -1.46 3.78
H 0.03 -3.45 1.83
H 1.90 0.49 2.33
H -2.57 2.27 1.64
H -2.92 3.05 0.02
H 2.38 -1.97 -1.67
H 2.83 -0.38 -2.20
H -0.39 3.36 0.14
H -0.27 1.86 1.06
H -2.82 -0.08 0.86
H -3.79 0.83 -0.50
H 0.62 0.53 -2.50
H 0.80 -0.97 -3.32
H 2.92 0.52 0.13
H -0.91 2.13 -1.76
H 0.74 -2.65 -0.17
*
```



| no. | DFT total energy (Eh) | molar mass (g mol⁻¹) |
| --- | --- | --- |
| 1 | -1970.9756 | 582.86 |
| 2 | -3407.9225 | 704.84 |
| 3 | -680.7716 | 208.27 |